Record 1
The following is a quantum chemistry calculation of C31H30BrN5O4Yb as an isolated structure in a non-equilibrium geometry, from the OMol25 dataset.

XYZ file:
```
72
Properties=species:S:1:pos:R:3:lowdin_spin:R:1
Yb 0.719 0.978 -0.470 1.0019
O 1.285 -2.879 0.868 0.0002
C 0.801 -2.948 2.143 0.0000
C 0.871 -4.149 2.837 0.0000
C 0.394 -4.225 4.134 0.0000
C -0.150 -3.112 4.761 0.0000
C -0.222 -1.914 4.069 0.0000
C 0.237 -1.824 2.760 0.0001
C 0.075 -0.532 1.991 0.0001
O 1.069 -0.279 1.077 0.0023
N -1.224 -0.618 1.271 0.0001
N -1.494 0.399 0.444 -0.0006
C -2.670 0.592 -0.021 -0.0001
C -2.945 1.628 -0.986 0.0000
Br -1.350 2.579 -1.603 -0.0008
C -4.111 1.973 -1.533 0.0000
C -5.424 1.432 -1.169 0.0000
C -6.343 1.174 -2.189 0.0000
C -7.588 0.648 -1.893 0.0000
C -7.941 0.393 -0.575 0.0000
C -7.051 0.685 0.447 0.0000
C -5.799 1.203 0.157 0.0000
H 1.508 -1.929 0.745 0.0001
H 1.312 -5.011 2.354 0.0000
H 0.462 -5.161 4.672 0.0000
H -0.511 -3.173 5.779 0.0000
H -0.642 -1.031 4.540 0.0000
H -0.007 0.301 2.713 0.0001
H -1.988 -1.100 1.726 0.0000
H -3.505 -0.047 0.259 0.0000
H -4.102 2.706 -2.334 0.0000
H -6.068 1.375 -3.217 0.0000
H -8.290 0.448 -2.692 0.0000
H -8.914 -0.020 -0.347 0.0000
H -7.341 0.524 1.477 0.0000
H -5.130 1.473 0.964 0.0000
C 4.518 0.977 1.538 0.0000
C 3.270 1.587 1.002 0.0002
N 2.874 1.491 -0.215 -0.0011
N 3.585 0.788 -1.146 -0.0003
C 2.847 0.550 -2.216 0.0001
O 1.592 0.874 -2.294 -0.0013
C 3.479 -0.159 -3.344 0.0000
C 4.712 -0.794 -3.200 0.0000
C 5.267 -1.473 -4.271 0.0000
C 4.603 -1.516 -5.490 0.0000
C 3.382 -0.874 -5.642 0.0000
C 2.819 -0.201 -4.571 0.0000
C 2.319 2.299 1.884 -0.0001
C 2.611 2.580 3.212 -0.0001
C 1.687 3.271 3.980 -0.0001
C 0.487 3.655 3.405 0.0000
C 0.250 3.297 2.089 0.0000
N 1.126 2.630 1.341 -0.0004
H 5.089 0.549 0.719 0.0000
H 4.257 0.187 2.246 0.0000
H 5.129 1.716 2.057 0.0000
H 5.214 -0.748 -2.244 0.0000
H 6.222 -1.969 -4.159 0.0000
H 5.036 -2.054 -6.323 0.0000
H 2.872 -0.895 -6.596 0.0000
H 1.871 0.310 -4.677 0.0000
H 3.551 2.261 3.638 0.0000
H 1.910 3.506 5.012 0.0000
H -0.255 4.205 3.966 0.0000
H -0.687 3.554 1.608 0.0000
C 0.039 -1.651 -2.784 0.0000
O 0.036 -1.262 -1.399 -0.0002
H -0.712 -2.422 -2.958 0.0000
H 1.018 -2.020 -3.088 0.0000
H -0.203 -0.769 -3.371 0.0000
H 0.263 -2.038 -0.870 0.0000
```

Calculated values
Kohn-Sham gap (alpha / beta): 7.5744 / 7.5796 eV
⟨S²⟩: 0.751
Energy above the lowest of the compared OMol25 structures with the same formula, charge and spin: 2.82 kcal/mol
Net charge: +1
2S+1: 2

=====

Record 2
The following is a quantum chemistry calculation of C31H30CuN4O4S2 as an isolated structure in a non-equilibrium geometry, from the OMol25 dataset.

XYZ file:
```
72
Properties=species:S:1:pos:R:3:lowdin_spin:R:1
Cu 0.237 -0.942 0.024 0.6605
C 2.410 2.435 -1.276 0.0046
C 2.115 0.973 -1.076 0.0102
N 0.869 0.603 -1.023 0.0726
N -0.088 1.502 -1.283 0.0051
C -1.120 1.572 -0.531 0.0155
S -1.331 0.629 0.888 0.0756
S -2.349 2.719 -1.054 0.0050
C -2.565 3.661 0.514 0.0037
C -1.455 4.649 0.646 0.0003
C -1.549 5.901 0.048 0.0001
C -0.519 6.816 0.165 0.0000
C 0.625 6.484 0.872 0.0000
C 0.744 5.227 1.443 0.0000
C -0.290 4.314 1.328 0.0002
C 3.199 0.044 -0.920 0.0035
C 4.498 0.454 -1.270 -0.0004
C 5.586 -0.374 -1.160 0.0020
C 5.407 -1.673 -0.684 0.0015
C 4.160 -2.114 -0.335 0.0061
C 3.008 -1.290 -0.435 0.0089
O 1.888 -1.786 -0.049 0.0917
H 1.532 3.015 -1.001 0.0001
H 2.637 2.646 -2.320 -0.0003
H 3.248 2.748 -0.662 0.0008
H -2.569 2.928 1.319 0.0029
H -3.540 4.134 0.423 0.0001
H -2.434 6.152 -0.518 0.0000
H -0.612 7.792 -0.289 0.0000
H 1.421 7.205 0.979 0.0000
H 1.642 4.964 1.987 0.0000
H -0.194 3.327 1.762 0.0002
H 4.643 1.448 -1.663 0.0000
H 6.571 -0.032 -1.440 0.0001
H 6.250 -2.341 -0.592 0.0002
H 4.007 -3.116 0.038 0.0001
O -7.486 -0.822 -0.592 0.0000
C -6.496 0.076 -0.784 0.0000
O -6.740 1.226 -1.008 0.0000
C -5.124 -0.507 -0.723 -0.0002
C -4.814 -1.531 0.170 0.0000
C -3.558 -2.104 0.168 0.0000
C -2.602 -1.678 -0.753 0.0002
C -2.901 -0.627 -1.620 -0.0001
C -4.145 -0.033 -1.594 0.0001
N -1.330 -2.254 -0.835 0.0036
C -1.213 -3.521 -0.875 0.0019
C 0.066 -4.191 -1.058 -0.0001
C 0.301 -5.438 -0.473 -0.0001
C 1.552 -6.007 -0.627 0.0000
C 2.496 -5.346 -1.396 -0.0001
C 2.133 -4.148 -2.000 -0.0001
N 0.962 -3.577 -1.825 -0.0003
H -7.133 -1.717 -0.504 0.0000
H -5.549 -1.868 0.893 0.0000
H -3.299 -2.853 0.904 0.0000
H -2.135 -0.291 -2.302 0.0000
H -4.374 0.788 -2.253 0.0001
H -2.095 -4.171 -0.818 0.0001
H -0.467 -5.934 0.101 0.0000
H 1.782 -6.956 -0.167 0.0000
H 3.490 -5.745 -1.519 0.0000
H 2.809 -3.621 -2.661 0.0000
C 1.295 -0.776 4.364 0.0007
C 1.348 -0.847 2.844 0.0008
O 0.242 -1.561 2.300 0.0218
H 2.146 -0.209 4.732 0.0002
H 1.321 -1.775 4.793 0.0000
H 0.382 -0.278 4.687 0.0000
H 2.235 -1.381 2.495 -0.0002
H 1.382 0.166 2.416 0.0001
H -0.562 -1.160 2.661 0.0006
```

Calculated values
Kohn-Sham gap (alpha / beta): 7.0740 / 6.8198 eV
⟨S²⟩: 0.755
Energy above the lowest of the compared OMol25 structures with the same formula, charge and spin: 28.93 kcal/mol
Net charge: 0
2S+1: 2

=====

Record 3
The following is a quantum chemistry calculation of C31H30Ge2NO2S6Sc as an isolated structure, from the OMol25 dataset.

XYZ file:
```
73
Properties=species:S:1:pos:R:3:lowdin_spin:R:1
Sc 0.099 -0.972 0.054 0.1293
S 2.716 1.086 -6.683 0.0036
C 2.212 0.535 -5.202 0.0015
S 3.030 0.848 -3.729 -0.0025
C 1.908 0.064 -2.640 0.0136
C 0.830 -0.501 -3.229 0.0244
S -0.517 -1.251 -2.428 0.1051
S 0.769 -0.373 -4.971 -0.0006
S 2.223 0.149 -0.934 0.1505
O -1.860 -0.009 2.077 0.0114
C -1.598 -1.198 2.012 0.0033
O -1.527 -1.844 0.871 0.0022
C -1.080 -1.974 3.185 0.0001
C -1.905 -2.665 4.059 0.0000
C -1.361 -3.363 5.129 0.0000
C 0.016 -3.357 5.311 0.0000
C 0.839 -2.664 4.436 -0.0001
C 0.311 -1.959 3.352 -0.0001
S 1.403 -1.070 2.275 -0.0001
H -2.977 -2.653 3.902 0.0000
H -2.002 -3.903 5.813 0.0000
H 0.454 -3.896 6.144 0.0000
H 1.913 -2.662 4.583 0.0000
C 2.282 -7.195 -0.744 -0.0001
C 1.802 -5.785 -0.557 -0.0005
C 0.451 -5.464 -0.600 0.0004
C 0.056 -4.148 -0.441 0.0017
N 0.924 -3.158 -0.236 0.0091
C 2.222 -3.455 -0.185 0.0021
C 2.697 -4.743 -0.344 0.0004
H 1.455 -7.903 -0.699 0.0000
H 3.008 -7.464 0.024 0.0000
H 2.772 -7.310 -1.713 0.0000
H -0.297 -6.230 -0.759 0.0001
H -0.988 -3.870 -0.465 0.0004
H 2.889 -2.621 -0.011 0.0026
H 3.763 -4.926 -0.296 0.0001
C 2.375 2.668 1.751 0.0020
Ge 0.450 2.962 1.551 0.0472
C 0.137 4.905 1.330 0.0239
C -0.400 2.435 3.231 0.0020
Ge -0.447 1.816 -0.413 0.3027
C 0.215 2.715 -2.021 0.0229
C 1.299 3.591 -1.979 0.0132
C 1.759 4.226 -3.125 -0.0001
C 1.155 3.975 -4.350 0.0125
C 0.080 3.097 -4.413 -0.0014
C -0.389 2.485 -3.258 0.0108
C -2.407 2.016 -0.515 0.0671
C -3.027 3.074 0.149 0.0181
C -4.401 3.263 0.072 0.0033
C -5.183 2.389 -0.671 0.0029
C -4.581 1.326 -1.331 -0.0006
C -3.207 1.141 -1.249 0.0049
H 2.721 3.248 2.611 0.0007
H 2.943 2.965 0.869 0.0002
H 2.568 1.613 1.945 -0.0001
H 0.861 5.461 1.932 0.0032
H -0.863 5.165 1.685 0.0002
H 0.228 5.229 0.292 0.0002
H -0.090 3.146 4.004 0.0005
H -0.088 1.430 3.511 -0.0001
H -1.486 2.439 3.149 0.0001
H 1.814 3.783 -1.041 0.0016
H 2.607 4.898 -3.064 -0.0002
H 1.528 4.439 -5.254 0.0010
H -0.384 2.876 -5.367 -0.0004
H -1.226 1.798 -3.326 0.0002
H -2.441 3.772 0.739 0.0029
H -4.860 4.093 0.596 0.0004
H -6.256 2.533 -0.730 0.0003
H -5.182 0.632 -1.908 -0.0001
H -2.753 0.301 -1.761 -0.0002
```

Calculated values
Kohn-Sham gap (alpha / beta): 6.3641 / 5.5668 eV
⟨S²⟩: 0.756
Energy above the lowest of the compared OMol25 structures with the same formula, charge and spin: 0.99 kcal/mol
Net charge: -1
2S+1: 2